78
Properties=species:S:1:pos:R:3:forces:R:3 method="wB97M-V/def2-TZVPD" multiplicity=1 e_lumo_ev=-0.01 homo_lumo_gap_ev=5.2080 e_homo_ev=-5.22
Y 0.081340 -1.364842 0.434079 -0.2626 -0.7454 0.1065
P -0.026993 -3.812642 1.061524 -1.2380 -3.7448 1.3336
O 1.117813 -2.945383 1.589321 2.8345 0.4720 1.3900
O 0.091202 -3.465391 -0.430431 0.0600 0.0043 -2.5132
O -1.169858 -2.838537 1.488588 -2.0759 0.3964 0.4467
O -0.194235 -5.276036 1.444337 0.4658 1.7312 -0.3929
C -2.899936 -2.045395 -1.266547 1.0642 0.6344 -0.0996
O -1.892404 -1.452129 -0.929802 -0.1743 0.3598 -0.1043
N -3.656434 -1.577020 -2.269341 -1.0783 -1.1759 -0.2612
C -4.916639 -2.235121 -2.603246 -0.1874 1.1499 -0.9679
C -3.345156 -0.415046 -3.061510 0.0240 0.0639 -0.1706
H -3.227435 -2.987154 -0.825187 0.0192 -0.1057 0.2756
H -5.772498 -1.620973 -2.298051 0.0637 -0.0577 0.3403
H -5.057811 -3.244405 -2.235027 0.4432 -0.0417 0.1382
H -4.977308 -2.200403 -3.695899 -0.0762 -0.5719 0.0086
H -3.137129 -0.635504 -4.114653 -0.2318 -0.4901 0.0085
H -4.233266 0.218577 -3.048665 0.2537 0.4723 0.0480
H -2.435235 0.070578 -2.724337 -0.2091 0.1486 0.5452
C 0.637021 1.933168 -0.851068 -1.0289 -0.2087 0.0406
O 0.375489 0.936327 -0.212502 0.2544 0.4039 -0.0018
N -0.278349 2.891111 -1.108406 1.1721 0.5978 -0.7917
C 0.216358 4.203333 -1.534149 -0.6084 0.4311 0.6566
C -1.645283 2.836804 -0.688819 -1.4319 0.2967 0.7602
H 1.597436 2.145821 -1.336743 0.2436 -0.1593 0.2558
H 1.296850 4.302057 -1.607214 0.0647 -0.6455 -0.1455
H -0.045471 4.903658 -0.733492 -0.1486 0.1961 -0.2090
H -0.237751 4.545506 -2.462990 -0.0746 -0.0964 -0.0338
H -2.107324 1.855835 -0.584998 0.7414 -0.3673 -0.2462
H -1.824427 3.306343 0.286920 0.4174 0.0581 0.1001
H -2.299282 3.401326 -1.357906 0.3486 0.0087 -0.3414
C -2.904039 -0.298177 2.096109 -0.0731 -0.8606 -0.0430
O -1.826568 -0.175918 1.546015 -0.0992 0.9225 -0.1117
N -3.296779 0.420445 3.162891 0.0705 0.9020 -0.6744
C -4.585436 0.303577 3.821177 0.7421 0.1503 0.4952
C -2.442791 1.513739 3.596444 0.4442 -0.3813 0.0956
H -3.627222 -1.063703 1.777506 0.0235 -0.0338 0.0499
H -4.348556 -0.080883 4.818386 -0.6117 -0.1610 0.0208
H -5.288906 -0.332237 3.293154 0.1758 -0.1765 -0.0596
H -5.021143 1.296426 3.948937 -0.0907 -0.0171 -0.1319
H -2.440515 1.532564 4.687019 0.0018 0.2564 -0.0200
H -1.432798 1.323766 3.238624 0.0303 -0.2402 0.1170
H -2.707517 2.488163 3.174963 -0.4619 -0.0368 0.1520
C 1.578026 0.169213 3.209606 0.5170 -0.6238 0.2610
O 0.774616 -0.197743 2.382830 0.0514 0.8633 0.1417
N 1.869207 1.449142 3.518806 0.0906 0.9702 -0.5415
C 2.622835 1.837961 4.687980 0.7099 -1.7634 -0.0837
C 1.302203 2.552422 2.764926 -1.4509 -0.4279 0.1983
H 2.198636 -0.549068 3.771280 -0.2549 -0.0702 0.0975
H 3.016671 0.922763 5.148659 -0.4000 -0.0014 0.1508
H 1.962905 2.320769 5.406050 0.3874 0.4766 0.0146
H 3.561063 2.324081 4.410588 -0.4452 0.8407 0.1071
H 0.624701 3.109324 3.423255 0.2921 0.3054 0.0492
H 2.023834 3.229206 2.312263 0.2809 -0.1444 0.1223
H 0.627857 2.143060 2.010037 0.3446 -0.1003 -0.1868
C 3.591804 -1.477024 -0.192050 0.0971 -0.6110 0.0533
O 2.545743 -1.022919 0.213319 0.0482 0.7183 -0.0640
N 4.811531 -1.193824 0.305465 0.3986 -0.5975 0.2543
C 5.976024 -1.983838 -0.106071 -0.5272 0.2400 0.1128
C 4.975937 -0.432005 1.517668 -0.1918 0.1315 0.4316
H 3.665622 -2.210423 -1.009161 -0.3114 0.0450 -0.0673
H 6.607551 -1.312094 -0.684123 0.4636 -0.4261 -0.0706
H 5.679872 -2.875922 -0.655915 -0.1465 0.3023 -0.4064
H 6.490909 -2.402673 0.759104 0.1164 0.3971 0.1490
H 5.834715 0.237942 1.445282 -0.0557 0.0516 -0.1045
H 4.069889 0.132838 1.729991 0.0292 0.0822 -0.2080
H 5.138216 -1.088268 2.379088 0.0453 -0.1002 -0.0855
C 0.781333 -1.576697 -3.001470 0.5995 -0.6548 -0.3170
O 0.596822 -1.096075 -1.908409 -0.0682 0.7712 -0.4575
N 0.719218 -0.917437 -4.179625 0.4734 -0.0928 0.0168
C 1.029950 -1.590771 -5.440624 -0.0487 0.5109 0.6179
C 0.306303 0.446516 -4.295763 -0.8563 0.9180 -0.1136
H 1.086685 -2.622961 -3.151230 -0.1892 -0.1009 0.3269
H 0.116938 -1.584725 -6.034915 0.1295 -0.3713 -0.2997
H 1.418503 -2.584687 -5.238299 -0.3183 -0.1538 -0.0539
H 1.816276 -1.051671 -5.970543 -0.0571 0.1244 -0.0583
H -0.500379 0.478042 -5.039197 0.1492 0.2417 -0.0572
H -0.108977 0.884832 -3.387709 0.0108 -0.6344 0.2828
H 1.075950 1.170490 -4.586103 0.2907 -0.4550 -0.2777